No. 1
Formula: C7H7N3O3S
Source: OMol25
Level of theory: the ωB97M-V functional and the def2-TZVPD basis

Calculated values
structure (SMILES): NS[C@]1([N+](=O)[O-])C=CC=C2OCN=C21
energy above the lowest of the compared OMol25 structures with the same formula, charge and spin: 59.9 kJ/mol
spin multiplicity: 1

Each line ends with the Mulliken charge.
Positions of all 21 atoms, in Å:
N 3.01 -0.45 -1.09  -0.4950
S 1.76 0.66 -1.48  0.0037
C 0.77 0.68 0.13  1.3461
N 1.60 1.31 1.18  0.8837
O 2.76 1.37 1.03  -0.5744
O 1.03 1.60 2.21  -0.6104
C 0.82 -0.92 0.76  -0.8733
C -0.42 -1.38 1.05  -0.2959
C -1.62 -0.88 0.38  -0.7938
C -1.78 0.39 0.07  0.8700
O -2.83 1.15 -0.30  -0.4747
C -2.22 2.41 -0.71  -0.4152
N -0.90 2.37 -0.51  -0.5187
C -0.60 1.18 -0.10  -0.3744
H 2.99 -1.32 -1.51  0.2200
H 3.86 0.07 -0.72  0.2634
H 1.73 -1.10 1.40  0.3753
H -0.46 -2.30 1.54  0.4512
H -2.47 -1.55 0.48  0.3909
H -2.72 3.14 -0.15  0.3012
H -2.57 2.50 -1.71  0.3205

No. 2
Formula: C21H19FN2O4
Source: OMol25
Level of theory: the ωB97M-V functional and the def2-TZVPD basis

Calculated values
structure (SMILES): COc1cccc2cc(C(=O)N3CCN(c4ccccc4F)CC3)c(=O)oc12
energy above the lowest of the compared OMol25 structures with the same formula, charge and spin: 184.3 kJ/mol
spin multiplicity: 1

Each line ends with the Mulliken charge.
Positions of all 47 atoms, in Å:
C -6.38 -2.78 -0.96  -0.9620
O -5.20 -2.01 -0.96  -0.3740
C -5.10 -0.99 -0.08  1.0147
C -6.05 -0.63 0.86  -0.3857
C -5.83 0.45 1.72  -0.9149
C -4.67 1.17 1.67  -0.9277
C -3.68 0.83 0.73  1.0313
C -2.45 1.54 0.60  -0.5453
C -1.52 1.15 -0.31  0.3639
C -0.28 1.96 -0.55  0.2601
O -0.37 3.15 -0.79  -0.6676
N 0.89 1.30 -0.51  0.0764
C 1.10 -0.04 -0.02  -0.2704
C 2.10 -0.01 1.15  -1.3233
N 3.34 0.62 0.76  0.1180
C 4.38 -0.13 0.22  0.7305
C 5.11 0.26 -0.91  -0.3668
C 6.18 -0.48 -1.37  -0.8948
C 6.57 -1.64 -0.74  -0.4316
C 5.89 -2.05 0.39  -0.5637
C 4.83 -1.30 0.86  0.5135
F 4.23 -1.74 2.00  -0.3418
C 3.10 1.96 0.29  -1.2504
C 2.11 1.98 -0.89  -0.6100
C -1.79 0.03 -1.22  0.5885
O -1.04 -0.36 -2.08  -0.6282
O -2.98 -0.61 -1.06  -0.5025
C -3.90 -0.24 -0.14  -0.0671
H -6.53 -3.29 0.00  0.3798
H -7.26 -2.17 -1.19  0.3844
H -6.24 -3.52 -1.75  0.2331
H -6.98 -1.17 0.93  0.4007
H -6.60 0.70 2.44  0.3921
H -4.50 2.00 2.33  0.4432
H -2.26 2.39 1.24  0.4816
H 0.16 -0.47 0.32  0.5740
H 1.50 -0.66 -0.84  0.1039
H 2.27 -1.03 1.49  0.4360
H 1.67 0.57 1.97  0.3336
H 4.83 1.15 -1.44  0.2564
H 6.71 -0.14 -2.25  0.3844
H 7.41 -2.22 -1.11  0.3763
H 6.17 -2.94 0.93  0.4255
H 4.03 2.45 0.02  0.5745
H 2.65 2.52 1.12  0.3711
H 1.85 3.01 -1.16  0.4999
H 2.54 1.47 -1.75  0.2806

No. 3
Formula: C33H29BF2O4
Source: OMol25
Level of theory: the ωB97M-V functional and the def2-TZVPD basis

Calculated values
energy above the lowest of the compared OMol25 structures with the same formula, charge and spin: 214.0 kJ/mol
spin multiplicity: 1

Each line ends with the Mulliken charge.
Positions of all 69 atoms, in Å:
C -4.89 -2.88 2.23  -1.3329
C -3.63 -2.20 2.43  0.4149
C -2.87 -1.93 3.54  -1.1529
C -1.68 -1.28 3.07  -0.8035
C -1.76 -1.18 1.70  1.1644
B -0.84 -0.46 0.52  -0.5198
C -0.01 0.44 1.47  0.8481
C -0.05 1.78 1.75  -0.3626
C 1.02 2.07 2.66  -1.1912
C 1.62 0.86 2.94  0.4132
C 2.70 0.45 3.81  -1.4492
O 1.02 -0.13 2.20  -0.3570
C -0.11 -1.76 0.09  0.6608
C -0.47 -3.05 -0.21  -0.7491
C 0.72 -3.79 -0.45  -1.3080
C 1.76 -2.91 -0.32  0.5735
C 3.19 -3.01 -0.50  -1.6380
O 1.26 -1.68 -0.01  0.4870
C -2.05 0.13 -0.26  1.8381
C -2.49 -0.04 -1.54  -1.3222
C -3.78 0.59 -1.65  -1.4163
C -4.07 1.07 -0.39  0.2974
C -5.25 1.64 0.22  -1.3514
O -2.99 0.85 0.44  -0.5312
O -2.97 -1.74 1.33  -0.4639
H -5.37 -3.06 3.20  0.3765
H -5.58 -2.29 1.61  0.2465
H -4.74 -3.86 1.75  0.2421
H -3.11 -2.14 4.57  0.4348
H -0.87 -0.93 3.70  0.4676
H -0.74 2.50 1.31  0.8419
H 1.30 3.04 3.05  0.5060
H 3.28 1.33 4.11  0.4035
H 2.31 -0.01 4.73  0.2962
H 3.37 -0.26 3.31  0.2278
H -1.48 -3.44 -0.24  0.6114
H 0.79 -4.85 -0.69  0.4590
H 3.52 -4.01 -0.22  0.4877
H 3.46 -2.86 -1.56  0.1900
H 3.72 -2.27 0.10  0.2338
H -1.96 -0.56 -2.33  1.1782
H -4.41 0.64 -2.53  0.4301
H -5.98 1.88 -0.56  0.3793
H -5.72 0.92 0.91  0.2105
H -5.02 2.55 0.78  0.2753
F 4.50 5.00 -0.01  -0.3324
C 3.56 4.02 -0.19  0.4427
C 2.24 4.39 -0.43  -0.9246
C 1.31 3.39 -0.69  -0.2034
C 1.70 2.02 -0.74  0.2782
C 0.76 1.01 -1.24  -1.1169
C 1.15 0.35 -2.48  1.2589
C 0.29 0.31 -3.61  -0.4823
C 0.73 -0.11 -4.85  -0.9876
C 2.07 -0.47 -4.99  0.4199
F 2.55 -0.78 -6.24  -0.3126
C 2.95 -0.50 -3.92  -1.2392
C 2.46 -0.18 -2.66  0.3737
C 3.00 1.70 -0.31  0.2529
C 3.96 2.69 -0.11  -1.2751
H 1.95 5.45 -0.44  0.4648
H 0.27 3.65 -0.91  0.4275
H -0.29 1.28 -1.17  0.4992
H -0.73 0.68 -3.50  0.6058
H 0.06 -0.13 -5.71  0.4776
H 4.00 -0.76 -4.06  0.4812
H 3.11 -0.29 -1.80  0.4292
H 3.25 0.66 -0.12  0.7318
H 5.00 2.43 0.09  0.4843

No. 4
Formula: C5H7NO
Source: OMol25
Level of theory: the ωB97M-V functional and the def2-TZVPD basis

Calculated values
structure (SMILES): C[C@H]1C=CNC1=O
energy above the lowest of the compared OMol25 structures with the same formula, charge and spin: 22.5 kJ/mol
spin multiplicity: 1

Each line ends with the Mulliken charge.
Positions of all 14 atoms, in Å:
C -1.71 0.16 0.36  -1.2215
C -0.44 0.34 -0.51  0.7040
C 0.65 1.14 0.16  -0.6069
C 1.68 0.34 0.41  -0.4602
N 1.45 -0.95 -0.09  -0.0383
C 0.22 -1.03 -0.70  -0.0917
O -0.26 -2.02 -1.23  -0.6144
H -2.62 0.38 -0.20  0.2936
H -1.68 0.80 1.24  0.3341
H -1.79 -0.88 0.70  0.3282
H -0.71 0.74 -1.49  0.3611
H 0.58 2.19 0.40  0.4009
H 2.62 0.56 0.91  0.4009
H 2.03 -1.76 0.05  0.2103

No. 5
Formula: C15H40N6NbO17
Source: OMol25
Level of theory: the ωB97M-V functional and the def2-TZVPD basis

Calculated values
charge: -1
energy above the lowest of the compared OMol25 structures with the same formula, charge and spin: 188.3 kJ/mol
spin multiplicity: 1

Each line ends with the Mulliken charge.
Positions of all 79 atoms, in Å:
C 4.81 -0.83 2.55  -0.4617
O 3.53 -0.99 1.91  -0.2397
C 3.37 -0.10 0.77  -0.3156
Nb 2.81 2.05 1.25  -0.4324
C 2.45 1.67 3.47  -0.8855
C 1.40 0.52 3.81  -0.3371
O 0.74 -0.07 2.65  0.0160
C 0.41 -1.42 2.86  0.6838
C 0.43 -2.49 1.66  -0.7380
O 0.05 -1.89 3.98  -0.6336
O 4.88 2.43 1.59  -0.7731
C 5.61 2.54 0.35  0.0198
C 7.03 1.77 0.57  0.2650
C 7.19 0.49 -0.40  -0.6417
O 7.15 1.33 1.94  -0.5145
H 5.70 -1.03 1.87  0.0930
H 4.86 -1.58 3.42  0.2670
H 4.97 0.20 3.02  0.1254
H 4.31 -0.07 0.09  0.1151
H 2.53 -0.53 0.11  0.1274
H 2.97 2.50 -0.53  0.0104
H 2.55 3.86 1.57  -0.0306
H 1.03 1.80 0.91  0.2473
H 2.02 2.65 3.90  0.4462
H 3.46 1.53 4.00  0.1717
H 0.61 0.82 4.58  0.3147
H 2.01 -0.34 4.30  0.2558
H -0.56 -3.08 1.61  0.2692
H 1.26 -3.26 1.78  0.2828
H 0.50 -1.92 0.67  0.0924
H 5.84 3.64 0.15  0.2859
H 5.12 2.03 -0.54  -0.0599
H 7.85 2.52 0.28  0.3068
H 8.28 0.35 -0.70  0.3689
H 6.79 -0.47 0.06  0.1979
H 6.61 0.64 -1.38  -0.1614
H 8.06 1.03 2.09  0.2921
C -2.26 0.16 -0.08  -0.1754
N -1.35 -0.24 -1.18  1.1156
O -1.68 -1.20 -1.87  -0.6392
O -0.34 0.41 -1.32  -0.5669
H -3.12 -0.51 -0.07  0.1102
H -1.70 0.08 0.85  0.0708
H -2.57 1.19 -0.27  0.1680
C -3.76 -4.16 -1.11  -0.8202
N -4.36 -2.82 -0.87  0.9393
O -5.08 -2.37 -1.73  -0.5062
O -4.07 -2.28 0.18  -0.5506
H -4.09 -4.52 -2.08  0.3160
H -2.67 -4.04 -1.09  0.2882
H -4.09 -4.82 -0.31  0.3113
C 5.57 -0.82 -4.70  -0.7780
N 5.91 0.48 -4.06  0.8642
O 5.08 0.98 -3.33  -0.4766
O 7.01 0.95 -4.32  -0.5301
H 4.58 -1.12 -4.37  0.3219
H 5.60 -0.67 -5.78  0.2817
H 6.32 -1.55 -4.38  0.2910
C -5.10 2.48 -1.94  -0.7528
N -4.83 3.10 -0.61  0.9587
O -3.82 2.75 -0.03  -0.5480
O -5.64 3.91 -0.20  -0.5449
H -4.30 1.79 -2.17  0.2527
H -6.05 1.96 -1.87  0.2904
H -5.14 3.29 -2.67  0.2871
C -8.07 -2.53 -3.41  -0.6886
N -8.78 -2.00 -4.60  0.8784
O -9.79 -2.57 -4.96  -0.5353
O -8.29 -1.02 -5.14  -0.5268
H -8.61 -3.40 -3.04  0.3223
H -7.06 -2.82 -3.73  0.2767
H -8.04 -1.74 -2.66  0.2673
C -5.93 1.42 3.06  -0.7059
N -6.76 0.57 2.17  0.9120
O -7.07 1.03 1.09  -0.5116
O -7.06 -0.53 2.58  -0.5423
H -5.74 2.37 2.56  0.2653
H -6.50 1.58 3.98  0.2873
H -5.00 0.89 3.25  0.2935

No. 6
Formula: C20H16N6O3S
Source: OMol25
Level of theory: the ωB97M-V functional and the def2-TZVPD basis

Calculated values
structure (SMILES): O=C(CSc1ccc2nnc(-c3ccccn3)n2n1)NCc1ccc2c(c1)OCO2
spin multiplicity: 1

Each line ends with the Mulliken charge.
Positions of all 46 atoms, in Å:
O -0.62 -2.17 3.56  -0.6774
C -0.78 -1.14 2.93  0.4796
C -1.32 0.09 3.66  -0.5825
S -0.03 0.73 4.84  -0.1237
C 1.11 1.47 3.73  0.5032
C 2.41 1.95 4.23  -0.4489
C 3.28 2.57 3.34  -0.5840
C 2.91 2.67 1.95  0.5743
N 3.49 3.15 0.89  -0.8432
N 2.67 3.03 -0.18  -0.3465
C 1.57 2.41 0.20  -0.0530
C 0.50 2.09 -0.75  1.0618
C 0.68 2.24 -2.13  -0.4808
C -0.30 1.71 -2.99  -0.5658
C -1.52 1.24 -2.46  -0.3882
C -1.68 1.19 -1.08  -0.2805
N -0.70 1.59 -0.25  -0.3896
N 1.68 2.16 1.55  0.3722
N 0.79 1.61 2.44  -0.7150
N -0.39 -1.07 1.62  0.3812
C 0.38 -2.12 1.02  -1.0417
C -0.01 -2.20 -0.46  0.4792
C 0.84 -1.68 -1.44  -0.5743
C 0.44 -1.63 -2.78  -0.8794
C -0.77 -2.14 -3.13  0.8409
C -1.63 -2.68 -2.18  0.9493
C -1.28 -2.73 -0.82  -1.0584
O -2.82 -3.05 -2.73  -0.4986
C -2.71 -2.66 -4.10  -0.3171
O -1.40 -2.14 -4.33  -0.5108
H -1.65 0.86 3.00  0.2683
H -2.23 -0.24 4.21  0.4223
H 2.62 1.95 5.29  0.3718
H 4.18 3.06 3.75  0.3907
H 1.60 2.55 -2.55  0.4675
H -0.13 1.73 -4.04  0.4987
H -2.31 0.87 -3.10  0.4388
H -2.62 0.83 -0.71  0.3854
H -0.40 -0.17 1.18  -0.0985
H 1.48 -1.87 1.15  0.3377
H 0.17 -3.10 1.49  0.3869
H 1.78 -1.22 -1.11  0.3517
H 1.03 -1.23 -3.60  0.4793
H -1.93 -3.11 -0.04  0.4663
H -3.43 -1.89 -4.30  0.2881
H -2.93 -3.50 -4.80  0.2625

no.,lowest unoccupied orbital energy (eV),Kohn-Sham gap (eV)
1,-0.46,8.12
2,-0.25,7.59
3,-3.00,3.47
4,0.96,9.63
5,1.46,5.48
6,-0.35,7.91